The following is a quantum chemistry calculation of C11H14O2 in the gas phase in a non-equilibrium geometry, from the Open Molecules 2025 dataset.

```
27
Properties=species:S:1:pos:R:3:mulliken_charge:R:1
O 1.732 3.491 -0.315 -0.48
O 2.473 1.361 -0.883 -0.37
C 2.040 2.632 -1.115 0.02
C 2.369 -0.803 0.210 -0.87
C 1.496 -1.858 -0.017 -0.76
C 1.739 0.563 -0.008 0.15
C -2.288 -1.062 -0.093 -0.69
C -2.153 0.467 -0.277 -0.88
C -0.842 -0.226 1.609 -1.19
C 0.101 -1.385 -0.432 -0.37
C -1.048 -1.448 0.620 0.11
C -0.855 0.747 0.474 -0.08
C 0.293 0.175 -0.426 -0.54
H 2.149 3.088 -2.060 0.50
H 3.439 -0.712 0.387 0.43
H 1.683 -2.875 0.069 0.55
H 1.671 1.149 0.931 0.35
H -2.472 -1.535 -1.153 0.33
H -3.172 -1.180 0.624 0.26
H -1.969 0.562 -1.389 0.31
H -2.970 1.133 0.027 0.37
H -1.672 -0.069 2.224 0.45
H -0.008 -0.275 2.239 0.40
H -0.101 -1.835 -1.414 0.38
H -1.039 -2.442 1.045 0.49
H -0.762 1.815 0.609 0.48
H 0.167 0.520 -1.485 0.65
```

## Properties
Structure (SMILES): O=CO[C@@H]1C=C[C@H]2[C@@H]3CC[C@@H](C3)[C@H]21
LUMO energy: 0.0330 Eh
Relative energy (zero: lowest compared OMol25 entry of this formula, charge and spin): 2.312 eV
Gap between HOMO and LUMO: 0.3817 hartree
HOMO energy: -9.5 eV
2S+1: 1
Charge: 0